C7H10ClN3O | wB97M-V/def2-TZVPD

The geometry in XYZ format:
```
22
Properties=species:S:1:pos:R:3
C -0.277 -1.286 1.754
C -0.157 -0.749 0.266
N -0.710 -1.788 -0.558
Cl -2.364 -2.022 -0.209
C -0.982 0.482 0.124
N -1.334 1.005 -1.038
C -1.916 2.112 -0.706
O -1.891 2.296 0.619
N -1.276 1.228 1.141
C 1.236 -0.513 -0.392
C 1.685 0.329 -1.555
C 1.893 0.814 -0.180
H 0.478 -1.986 2.002
H -1.258 -1.609 1.942
H -0.052 -0.560 2.448
H -0.134 -2.629 -0.444
H -2.405 2.912 -1.355
H 1.976 -1.247 -0.127
H 0.904 0.784 -2.121
H 2.426 -0.227 -2.001
H 2.823 0.971 0.174
H 1.335 1.683 0.215
```

Computed properties:
- Gap between HOMO and LUMO: 9.98 eV
- E: -26457.268 eV
- Lowest unoccupied orbital energy: 0.9 eV
- SMILES: C[C@@](NCl)(c1ncon1)C1CC1

C4H3NO2 | wB97M-V/def2-TZVPD

The geometry in XYZ format:
```
10
Properties=species:S:1:pos:R:3
O -2.055 1.347 -0.048
C -0.986 0.709 0.087
C -0.707 -0.515 -0.665
C 0.483 -1.057 -0.713
N 1.486 -0.347 -0.011
C 1.088 0.491 0.887
O -0.074 1.238 0.883
H -1.813 -0.786 -0.908
H 0.709 -1.997 -1.006
H 1.867 0.918 1.495
```

Computed properties:
- Gap between HOMO and LUMO: 9.79 eV
- E: -9779.787 eV
- Lowest unoccupied orbital energy: -0.3 eV
- SMILES: O=c1ccnco1

C3H6N2S | wB97M-V/def2-TZVPD

The geometry in XYZ format:
```
12
Properties=species:S:1:pos:R:3
C 2.660 0.349 -0.542
N 1.654 0.482 0.299
N 0.499 0.260 -0.412
C -0.388 -0.222 0.385
C -1.693 -0.404 -0.250
S -2.915 0.614 0.726
H 3.778 0.337 -0.208
H 2.564 0.131 -1.593
H -0.159 -0.465 1.431
H -1.489 -0.002 -1.268
H -2.145 -1.401 -0.455
H -2.367 0.321 1.888
```

Computed properties:
- Gap between HOMO and LUMO: 9.72 eV
- E: -17021.166 eV
- Lowest unoccupied orbital energy: 0.4 eV
- SMILES: C=N/N=C/CS

C15H24N2O2S | wB97M-V/def2-TZVPD

The geometry in XYZ format:
```
44
Properties=species:S:1:pos:R:3
C 0.566 2.804 -4.338
C 0.716 2.634 -2.831
C 2.145 2.222 -2.464
C -0.219 1.538 -2.329
O -0.577 0.596 -3.005
N -0.606 1.697 -1.042
C -1.334 0.664 -0.328
C -2.057 1.285 0.858
C -0.347 -0.511 -0.026
C 0.965 -0.064 0.544
C 2.171 -0.627 0.262
C 3.256 -0.018 0.933
C 2.866 1.010 1.723
S 1.164 1.248 1.669
N -0.854 -1.647 0.722
C -1.022 -1.539 2.156
C -1.126 -2.961 2.715
O -2.219 -3.648 2.152
C -2.095 -3.715 0.750
C -1.993 -2.318 0.131
H 0.706 1.844 -4.828
H 1.301 3.510 -4.719
H -0.429 3.167 -4.581
H 0.472 3.575 -2.326
H 2.388 1.273 -2.936
H 2.854 2.972 -2.807
H 2.258 2.107 -1.387
H -0.191 2.426 -0.484
H -2.075 0.271 -1.036
H -2.810 0.606 1.246
H -2.562 2.192 0.530
H -1.369 1.542 1.659
H -0.109 -0.917 -1.022
H 2.280 -1.454 -0.416
H 4.278 -0.333 0.823
H 3.463 1.653 2.339
H -0.156 -1.041 2.593
H -1.934 -0.991 2.442
H -1.297 -2.943 3.793
H -0.192 -3.502 2.499
H -2.982 -4.236 0.389
H -1.195 -4.290 0.484
H -1.841 -2.404 -0.946
H -2.937 -1.777 0.317
```

Computed properties:
- Gap between HOMO and LUMO: 8.78 eV
- E: -33855.032 eV
- Lowest unoccupied orbital energy: 0.5 eV
- SMILES: CC(C)C(=O)N[C@H](C)[C@@H](c1cccs1)N1CCOCC1